(1)
A 2-piece molecular cluster, C6H12N2O overall. Source: the OMol25 dataset; level of theory: wB97M-V/def2-TZVPD.

The LUMO energy is 0.0152 Eh. The total charge is 0. The value obtained for the HOMO energy is -11.285 eV.

Last column: Löwdin charge in e.
Element x y z (Å)
C: -0.80355 -0.36051 -0.63348  -0.504
C: -1.24508 0.69869 0.37545  -0.104
C: -1.57933 -0.20433 -1.93913  -0.090
C: -1.00315 -1.75719 -0.05157  -0.088
H: 0.26509 -0.22821 -0.84862  0.114
H: -0.71434 0.57922 1.31822  0.060
H: -2.30829 0.59618 0.57811  0.082
H: -1.07613 1.70383 -0.00955  0.071
H: -1.24466 -0.93440 -2.67151  0.075
H: -2.64227 -0.35555 -1.76613  0.079
H: -1.43759 0.79016 -2.35675  0.073
H: -0.41010 -1.88178 0.85198  0.041
H: -0.70046 -2.51654 -0.76908  0.077
H: -2.05102 -1.91626 0.19623  0.081
C: 2.96146 0.75087 1.21331  -0.547
N: 2.23358 1.66493 0.53726  0.188
C: 2.13203 -0.29980 1.80596  -0.104
O: 4.16409 0.77116 1.33301  0.095
N: 1.51087 -1.13568 2.27843  0.199
H: 2.71739 2.42864 0.09277  0.125
H: 1.23146 1.60655 0.46510  0.076

(2)
One molecule with the formula C6H12N2O at a distorted geometry. Source: the OMol25 dataset; level of theory: wB97M-V/def2-TZVPD.

The LUMO energy is 0.0321 Eh. The total charge is 0. The value obtained for the HOMO energy is -8.386 eV.

Last column: Löwdin charge in e.
Element x y z (Å)
C: -0.85998 -0.00966 -2.43717  -0.112
C: -1.58346 0.52075 -1.13536  -0.062
C: 0.37406 -0.70179 -1.82422  -0.168
C: -0.95194 -0.37534 -0.06871  -0.390
C: 1.81374 0.73848 2.14117  -0.146
C: 0.89471 -0.35771 1.84018  -0.325
N: -1.45318 -0.71020 1.19542  0.039
N: -0.37545 0.32540 1.50343  0.002
O: 0.00087 -1.20749 -0.56056  -0.052
H: -1.48865 -0.74075 -2.85753  0.093
H: -0.41932 0.79210 -3.07201  0.125
H: -1.26774 1.59454 -1.20272  0.128
H: -2.68390 0.43063 -1.13824  0.118
H: 0.72795 -1.51758 -2.31824  0.091
H: 1.28252 -0.13133 -1.57397  0.138
H: 1.96739 1.07659 3.17711  0.069
H: 2.81721 0.58768 1.60282  0.094
H: 1.35494 1.64794 1.70415  0.070
H: 1.37797 -0.73094 0.97014  0.081
H: 0.78438 -1.01265 2.69795  0.115
H: -2.31213 -0.21867 1.35637  0.092

(3)
One molecule with the formula C6H12N2O3S at a distorted geometry. Source: the OMol25 dataset; level of theory: wB97M-V/def2-TZVPD.

The LUMO energy is 0.0116 Eh. The total charge is 0. The value obtained for the HOMO energy is -9.149 eV.

Last column: Löwdin charge in e.
Element x y z (Å)
C: 2.08990 -0.54049 -0.17518  -0.429
C: 0.83276 -0.26731 0.62039  -0.392
C: 3.27748 0.37959 -0.05300  -0.072
C: -1.56638 -0.33567 0.69972  -0.341
C: -2.60197 -1.05504 -0.14360  -0.521
C: -1.85241 1.13354 0.70264  -0.441
H: 2.23261 -1.58322 -2.02585  0.108
H: 1.73518 0.13714 -1.99590  0.151
H: 2.52793 -1.46704 0.22610  0.149
H: 2.90432 1.42461 -0.16521  0.082
H: 4.06916 0.08901 -0.90828  0.130
H: 3.65623 0.39525 0.99288  0.085
H: -0.26971 -0.98945 -0.92192  0.142
H: -1.55472 -0.72971 1.69463  0.159
H: -2.84239 1.41042 1.19308  0.105
H: -1.18773 1.60353 1.32704  0.037
H: -1.56366 3.22805 -0.80562  -0.107
H: -4.00422 -0.72612 1.29343  0.217
N: 1.65213 -0.87128 -1.51190  0.001
N: -0.34756 -0.55411 0.02867  0.040
O: 0.80277 0.10613 1.83924  0.001
O: -2.37124 -1.75486 -1.07083  0.151
O: -3.91671 -0.86543 0.19925  0.041
S: -1.70175 1.83246 -1.03981  0.702

(4)
A 2-piece molecular cluster, C6H12N2P overall at a distorted geometry. Source: the OMol25 dataset; level of theory: wB97M-V/def2-TZVPD.

The LUMO energy is -0.1312 Eh. The total charge is +1. The value obtained for the HOMO energy is -14.126 eV.

Last column: Löwdin charge in e.
Element x y z (Å)
C: -2.38105 0.73624 -1.48662  -0.217
C: 2.00407 -0.69275 1.47304  -0.337
C: -3.41659 0.96216 -2.46374  -0.001
C: 3.10083 0.31682 1.43644  0.000
C: -0.17965 0.35951 2.05438  -0.044
C: 1.00104 -2.08163 -0.55469  -0.280
N: -1.45347 0.34768 -0.94215  0.143
N: 0.76047 -0.61683 1.69348  -0.284
P: 1.10546 -2.33896 1.27186  1.119
H: -3.18885 0.21352 -3.08295  0.061
H: -3.28226 1.97932 -2.75481  0.103
H: -4.30310 0.88683 -2.01655  0.053
H: 4.05944 -0.02876 0.85149  0.145
H: 3.14372 0.66592 2.53385  0.141
H: 2.68420 1.12182 1.00129  0.035
H: -0.99119 -0.33325 2.51922  0.142
H: -0.49965 0.84198 0.98888  0.113
H: 0.23184 1.12072 2.59716  0.057
H: 1.90078 -1.78117 -0.89659  -0.004
H: 0.23143 -1.42477 -0.76174  -0.031
H: 0.66600 -3.00970 -1.13774  0.085

(5)
A 2-piece molecular cluster, C6H12N2S overall at a distorted geometry. Source: the OMol25 dataset; level of theory: wB97M-V/def2-TZVPD.

The LUMO energy (alpha / beta) is 0.0170 / 0.0169 Eh. The total charge is 0. The value obtained for the HOMO energy (alpha / beta) is -7.350 / -7.349 eV.

Last column: Löwdin charge in e.
Element x y z (Å)
C: -0.07650 1.74606 -0.16812  -0.353
C: 2.77354 0.59849 -0.78372  -0.084
C: -1.68731 -1.61657 0.84188  -0.072
C: 1.44925 -0.19018 -0.69242  -0.274
C: -1.69233 -0.40491 -0.13966  -0.204
C: 0.54023 0.61054 0.21352  -0.699
N: -0.83175 2.58970 -0.46157  0.127
N: -2.64519 0.53604 -0.24571  0.089
S: 0.61912 0.23397 1.90918  0.827
H: 3.49332 0.03692 -1.31502  0.059
H: 2.95004 0.75735 0.31735  0.085
H: 2.74188 1.48277 -1.26567  0.034
H: -2.62945 -2.00084 1.06894  0.049
H: -1.37018 -2.42681 0.20479  0.073
H: -1.09976 -1.47687 1.73521  0.003
H: 1.61092 -1.27896 -0.49387  0.124
H: 0.93682 -0.16841 -1.68050  0.109
H: -1.26804 -0.71605 -1.05020  0.084
H: -2.26195 1.45892 -0.50337  0.043
H: -3.36579 0.52410 0.48352  0.119
H: 1.81313 -0.29526 2.02543  -0.137

(6)
A 2-piece molecular cluster, C6H12N2S overall at a distorted geometry. Source: the OMol25 dataset; level of theory: wB97M-V/def2-TZVPD.

The LUMO energy is 0.0274 Eh. The total charge is 0. The value obtained for the HOMO energy is -8.232 eV.

Last column: Löwdin charge in e.
Element x y z (Å)
C: 2.26503 0.71503 1.74979  -0.374
C: 1.62060 -1.47765 0.14848  -0.489
S: 3.06272 -0.82906 1.02648  0.725
H: 2.59234 0.58511 2.76523  0.001
H: 2.45870 1.67242 1.25373  0.031
H: 1.19017 0.63220 1.60453  0.010
H: 1.48895 -1.21053 -0.91117  0.018
H: 0.61150 -1.29765 0.50770  0.012
H: 1.71380 -2.56503 -0.03275  0.034
C: -0.19365 1.44988 -1.54213  -0.063
C: -2.00174 0.72763 0.15936  -0.058
C: -0.99035 0.50408 -0.74109  -0.377
C: -2.11437 -1.33572 -0.63656  -0.194
N: -2.65654 -0.47628 0.26848  0.036
N: -1.10695 -0.78111 -1.27225  0.082
H: -2.36663 1.56358 0.73056  0.113
H: -3.33522 -0.81447 0.93476  0.146
H: -0.65960 1.79612 -2.47721  0.083
H: 0.82369 1.07420 -1.69310  0.072
H: -2.36893 -2.37686 -0.74854  0.117
H: -0.03349 2.44414 -1.09430  0.075

(7)
An isolated ion of composition C6H12N2S2 and charge +2 at a distorted geometry. Source: the OMol25 dataset; level of theory: wB97M-V/def2-TZVPD.

The LUMO energy is -0.2492 Eh. The total charge is +2. The value obtained for the HOMO energy is -14.940 eV.

Last column: Löwdin charge in e.
Element x y z (Å)
C: 1.76489 -0.92280 -0.17377  -0.114
C: 0.58125 -1.79586 -0.10205  -0.491
C: 2.69462 -0.27208 -0.61794  -0.532
C: -0.09093 1.01615 1.08295  -0.155
C: -0.83363 0.45103 -0.16306  -0.151
C: -0.75005 -1.04255 -0.41120  -0.610
N: -0.81637 2.18606 1.67819  0.161
N: -1.66493 -1.67090 -1.44773  0.216
S: 3.97980 0.81696 -0.83559  0.784
S: -0.64609 -1.97275 1.17244  1.034
H: 0.93371 1.77774 0.99886  0.216
H: 0.81857 -2.59263 -0.76757  0.117
H: -1.91378 0.67633 -0.05049  0.135
H: -0.46669 0.92580 -1.05748  0.129
H: -0.69291 3.04080 1.20183  0.152
H: -0.42028 2.58380 2.52558  0.182
H: -1.82338 1.99378 1.85937  0.192
H: -2.64110 -1.67894 -1.05543  0.189
H: -1.36494 -2.63401 -1.73747  0.195
H: -1.68594 -1.02279 -2.34907  0.239
H: 4.85355 -0.08052 -1.61665  -0.003
H: 0.18462 0.21737 1.86630  0.115

(8)
A 2-piece molecular cluster, C6H12N3 overall at a distorted geometry. Source: the OMol25 dataset; level of theory: wB97M-V/def2-TZVPD.

The LUMO energy is -0.1220 Eh. The total charge is +1. The value obtained for the HOMO energy is -13.229 eV.

Last column: Löwdin charge in e.
Element x y z (Å)
C: -0.53272 -1.65831 -3.02002  0.022
C: -0.91013 -0.76800 -2.30935  -0.017
C: -0.04822 1.80199 -0.32556  -0.249
C: -0.92707 2.71644 -0.62458  0.063
C: 0.40942 -0.30099 0.71240  -0.275
C: 1.45194 -0.86666 -0.18640  0.044
N: -0.16796 0.86143 0.58781  0.103
N: 0.11370 -1.08936 1.74925  0.014
N: -0.92565 -0.77210 2.53187  0.074
H: -0.14336 -2.70224 -3.30870  0.087
H: -1.19770 0.17741 -2.02368  -0.007
H: 0.91411 1.95289 -0.86320  0.155
H: -1.77532 2.94260 0.01292  0.080
H: -0.77663 3.56687 -1.24080  0.069
H: 0.89427 -1.36137 -0.91138  0.041
H: 2.14293 -1.49897 0.23948  0.080
H: 2.09791 -0.08688 -0.49011  0.096
H: 0.40730 -2.05094 1.65355  0.180
H: -1.36267 -1.61370 2.74658  0.105
H: -1.00657 0.76708 1.32324  0.218
H: -0.83442 -0.10063 3.25255  0.118

(9)
An isolated ion of composition C6H12N3 and charge +1 at a distorted geometry. Source: the OMol25 dataset; level of theory: wB97M-V/def2-TZVPD.

The LUMO energy is -0.1068 Eh. The total charge is +1. The value obtained for the HOMO energy is -13.347 eV.

Last column: Löwdin charge in e.
Element x y z (Å)
C: 2.32702 0.91910 -0.28752  -0.097
C: 2.28472 -0.52767 -0.00836  -0.099
C: 0.01652 -1.76275 -0.03568  -0.101
C: -1.30195 -0.99391 -0.18864  -0.066
C: 0.33691 0.60383 0.53520  -0.253
C: -2.10682 1.38785 0.14497  -0.004
N: 1.22724 1.54397 -0.17369  0.125
N: 0.88822 -0.72310 0.50261  -0.081
N: -1.00461 0.47492 -0.24423  -0.072
H: 3.21471 1.49556 -0.80357  0.174
H: 2.57786 -0.94072 -0.95619  0.126
H: 2.82508 -1.04037 0.69113  0.104
H: -0.06713 -2.67300 0.53565  0.125
H: 0.63898 -1.97047 -0.94766  0.136
H: -2.00737 -1.36624 -0.87934  0.127
H: -1.74710 -1.17781 0.81143  0.148
H: 0.00536 0.98822 1.49562  0.160
H: -2.46491 0.98294 1.10018  0.108
H: -1.86736 2.42028 0.38974  0.109
H: -3.00459 1.60544 -0.42260  0.109
H: -0.77077 0.75394 -1.25905  0.221

(10)
A 2-piece molecular cluster, C6H12N3S3 overall at a distorted geometry. Source: the OMol25 dataset; level of theory: wB97M-V/def2-TZVPD.

The LUMO energy is -0.1097 Eh. The total charge is +1. The value obtained for the HOMO energy is -11.285 eV.

Last column: Löwdin charge in e.
Element x y z (Å)
C: -2.99587 -0.59108 0.70718  -1.236
C: -4.91660 0.14532 -0.43017  -0.219
C: 4.61964 0.09928 -0.09141  -0.141
C: 3.95928 -1.27252 0.04491  -0.099
C: -4.21139 1.52953 -0.19312  -0.384
C: 2.47032 0.37931 0.46594  -0.679
N: -4.23764 -0.81798 0.33454  -0.080
N: 3.60199 1.00576 0.23778  0.048
N: 2.56830 -0.92581 0.27043  0.076
S: -2.52056 1.09038 0.35753  0.859
S: 1.04738 1.22794 0.99905  0.890
S: -1.98549 -1.64186 1.34881  0.622
H: -5.90374 0.10192 -0.21559  0.088
H: -4.77313 -0.08252 -1.50890  0.135
H: 5.42350 0.20964 0.59667  0.122
H: 5.17251 0.24465 -0.99345  0.129
H: 3.93747 -1.94603 -0.86477  0.142
H: 4.33079 -2.07238 0.80880  0.163
H: -4.17339 2.27805 -1.01124  0.090
H: -4.71465 2.00973 0.65408  0.076
H: 3.80461 2.04118 0.22095  0.210
H: 1.89903 -1.59254 0.26472  0.117
H: 0.13631 0.17654 0.63592  -0.106
H: -4.62226 -1.77956 0.47748  0.178

Ordered calculated total energy results: -11444.2742, -11440.2191, -26373.6167, -18675.5269, -20228.6720, -20231.1341, -31046.2702, -10875.6853, -10878.2632, -43385.9058; unit eV.
Ordered ΔE to the lowest compared entry with this formula, charge and spin results: 0.397, 4.452, 2.219, 3.365, 3.493, 1.031, 2.211, 5.632, 3.054, 0.000; unit eV.